{
  "formula": "C5H12NO",
  "method": "wB97M-V/def2-TZVPD",
  "elements": ["H", "C", "N", "H", "O", "H", "H", "H", "H", "C", "C", "H", "H", "H", "H", "H", "C", "H", "C"],
  "coordinates": [[-0.647, 1.745, -1.352], [-0.014, -0.338, 0.104], [0.746, -2.315, 0.013], [1.140, -2.405, 0.992], [2.131, 0.154, 1.211], [1.671, 0.672, -0.820], [0.189, -2.939, -0.636], [-0.509, -0.608, 1.010], [1.517, -2.053, -0.518], [-1.314, 1.195, -0.676], [-1.845, 1.680, 0.451], [-2.445, 0.992, 1.149], [2.791, 0.801, 1.431], [-1.962, -0.860, -1.002], [0.793, 1.580, 0.519], [-1.831, 2.738, 0.808], [1.153, 0.634, 0.160], [-0.475, -0.411, -1.863], [-1.088, -0.264, -0.981]],
  "total_charge": 1,
  "energy_ha": -327.3287,
  "de_lowest_kj_mol": 343.5,
  "homo_energy_ha": -0.5176,
  "fmax_ha_per_bohr": 0.06484,
  "orbital_gap_ha": 0.3542
}